(1)
{
  "formula": "C45H58Br2CaN7OP",
  "method": "ωB97M-V/def2-TZVPD",
  "elements": ["Ca", "C", "C", "C", "C", "C", "C", "Br", "C", "C", "Br", "C", "O", "C", "N", "H", "H", "H", "H", "H", "H", "C", "C", "C", "C", "N", "C", "C", "C", "C", "C", "C", "N", "H", "H", "H", "H", "H", "H", "H", "H", "N", "C", "C", "C", "N", "H", "H", "H", "H", "H", "H", "H", "H", "H", "H", "C", "C", "C", "P", "C", "C", "C", "C", "C", "C", "C", "C", "C", "C", "N", "C", "C", "C", "C", "C", "C", "C", "C", "C", "H", "H", "H", "H", "H", "H", "H", "H", "H", "H", "H", "H", "H", "H", "H", "H", "H", "H", "H", "H", "H", "H", "H", "H", "H", "H", "H", "H", "H", "H", "H", "N", "H", "H", "H"],
  "coordinates": [[-1.2241, -0.8994, -0.8878], [-3.6872, -0.2129, 2.9161], [-2.8219, -1.4430, 3.0215], [-2.9519, -2.1886, 4.2190], [-2.3102, -3.3921, 4.3387], [-1.3798, -3.7804, 3.3384], [-0.6960, -5.0177, 3.2911], [-1.0429, -6.3051, 4.6044], [0.2079, -5.4111, 2.3074], [0.5262, -4.5071, 1.3316], [2.1134, -4.7158, 0.3020], [-0.2728, -3.3157, 1.1617], [-0.1634, -2.6289, 0.0637], [-1.2190, -2.8803, 2.2130], [-1.9378, -1.7324, 2.0659], [-4.4938, -0.3886, 2.2273], [-3.1689, 0.7133, 2.5300], [-4.0389, 0.0250, 3.9332], [-3.6808, -1.8375, 4.9486], [-2.5106, -4.0049, 5.2043], [0.7929, -6.3156, 2.4036], [-5.7475, -1.9621, -0.2134], [-6.4333, -0.8507, -0.6694], [-5.7239, 0.1094, -1.3966], [-4.3122, 0.0242, -1.4733], [-3.6541, -0.9725, -0.8202], [-4.3574, -1.9562, -0.2495], [-3.5763, 0.9130, -2.3625], [-4.2510, 1.8766, -3.1833], [-3.5376, 2.9248, -3.7336], [-2.1597, 2.9193, -3.6915], [-1.5795, 1.8372, -3.0397], [-2.2067, 0.8845, -2.2919], [-6.3039, -2.7993, 0.1589], [-7.4799, -0.7352, -0.4535], [-6.2206, 0.9362, -1.8573], [-3.7541, -2.7204, 0.2188], [-5.3187, 1.8648, -3.3825], [-4.0824, 3.7509, -4.2109], [-1.5302, 3.7236, -4.0371], [-0.5040, 1.6696, -3.1043], [1.4819, -0.0593, 4.9702], [0.4749, -0.2950, 6.0113], [0.3004, 1.0036, 6.8002], [-0.4443, 2.0916, 5.9692], [0.1808, 2.4853, 4.7204], [1.8621, -0.9179, 4.5930], [2.2572, 0.4276, 5.4280], [0.7194, -1.1412, 6.6912], [-0.4818, -0.4837, 5.5016], [1.3277, 1.2922, 7.1462], [-0.2690, 0.7939, 7.7002], [-0.5166, 2.9918, 6.6203], [-1.4987, 1.7440, 5.8869], [-0.2770, 3.2099, 4.1903], [0.5018, 1.6626, 4.2402], [0.0930, 4.3550, -0.9001], [0.2011, 3.4306, 0.3000], [-1.2271, 2.9547, 0.7368], [1.3717, 1.9439, 0.1566], [2.5713, 2.3491, 1.5572], [3.3184, 3.6696, 1.4458], [3.4998, 1.1455, 1.9460], [2.1802, 2.0245, -1.4765], [3.0764, 3.0902, -1.8112], [3.7416, 3.1176, -3.0418], [4.8659, 4.0862, -3.2489], [3.3974, 2.1696, -4.0479], [2.6218, 1.1126, -3.6835], [1.9691, 0.9416, -2.4036], [1.1105, -0.1040, -2.2709], [1.5931, -1.3108, -2.7723], [2.5805, -2.0294, -2.0890], [3.2120, -1.4315, -0.8816], [3.0986, -3.2645, -2.6065], [2.4568, -3.8593, -3.6951], [2.8654, -5.1747, -4.2648], [1.4295, -3.1595, -4.3312], [1.0258, -1.8866, -3.9442], [0.0957, -1.0502, -4.8330], [-0.5379, 5.2004, -0.6100], [-0.4547, 3.8313, -1.7126], [1.0291, 4.7647, -1.2592], [0.6054, 4.0120, 1.1391], [-1.8548, 2.6042, -0.1008], [-1.7692, 3.7675, 1.2561], [-1.1621, 2.1695, 1.5031], [1.8640, 2.4019, 2.4562], [4.1598, 3.5623, 0.7757], [3.7480, 3.9504, 2.3953], [2.7022, 4.4947, 1.0575], [4.2317, 0.9529, 1.1648], [2.9200, 0.2514, 2.0549], [3.9406, 1.3839, 2.9095], [3.1729, 3.9452, -1.1334], [5.8045, 3.8086, -2.7399], [4.6480, 5.1185, -2.8832], [5.0625, 4.1873, -4.3240], [3.7446, 2.2542, -5.0708], [2.4756, 0.3010, -4.3727], [2.4664, -0.8176, -0.3388], [4.0433, -0.8586, -1.2298], [3.6102, -2.1905, -0.1768], [3.8594, -3.7637, -2.0070], [1.9704, -5.7431, -4.4542], [3.5721, -5.6892, -3.6071], [3.3905, -5.0005, -5.2492], [0.8978, -3.6451, -5.2043], [-0.8964, -1.5987, -4.9159], [0.4889, -0.9736, -5.8712], [0.0117, -0.0462, -4.4074], [-1.8940, -2.8107, -2.5445], [-2.6815, -2.3683, -2.9870], [-2.0840, -3.7996, -2.3182], [-1.1597, -2.7809, -3.2445]],
  "homo_ev": -5.95,
  "total_charge": 0,
  "orbital_gap_ev": 4.598,
  "mol_weight_g_mol": 943.87,
  "energy_ev": -227899.52694
}


(2)
{
  "formula": "C45H58ClN11S2SiY",
  "method": "ωB97M-V/def2-TZVPD",
  "elements": ["Y", "C", "Si", "C", "C", "C", "C", "C", "C", "N", "C", "S", "H", "H", "H", "H", "H", "H", "H", "H", "H", "H", "H", "H", "C", "N", "C", "C", "N", "N", "C", "N", "N", "H", "H", "H", "H", "H", "H", "H", "H", "H", "H", "H", "C", "C", "C", "C", "C", "C", "C", "C", "N", "C", "C", "C", "C", "N", "C", "C", "C", "C", "C", "C", "C", "C", "H", "H", "H", "H", "H", "H", "H", "H", "H", "H", "H", "H", "H", "H", "H", "H", "H", "H", "H", "H", "H", "H", "H", "H", "N", "C", "C", "C", "C", "C", "N", "C", "S", "N", "H", "H", "H", "H", "H", "Cl", "C", "C", "C", "C", "C", "C", "C", "H", "H", "H", "H", "H", "H"],
  "coordinates": [[0.2160, -0.2809, -0.3791], [-1.3650, 4.8349, 4.5034], [-2.4683, 4.1307, 3.1875], [-4.2265, 4.2005, 3.8408], [-2.4398, 5.2471, 1.7088], [-2.0926, 2.2900, 2.9599], [-2.6053, 1.4376, 3.9321], [-2.4018, 0.0612, 3.8763], [-1.6287, -0.4317, 2.8444], [-1.0840, 0.3448, 1.8938], [-1.3163, 1.6879, 1.9107], [-0.6407, 2.5683, 0.5889], [-1.7390, 5.8195, 4.8224], [-0.3391, 4.9615, 4.1335], [-1.3258, 4.1767, 5.3833], [-4.4871, 5.2376, 4.1036], [-4.3688, 3.5861, 4.7412], [-4.9429, 3.8559, 3.0798], [-2.8723, 6.2190, 1.9961], [-3.0222, 4.8289, 0.8797], [-1.4189, 5.3976, 1.3441], [-3.1884, 1.8470, 4.7568], [-2.7986, -0.6052, 4.6312], [-1.3911, -1.4839, 2.7801], [-2.6196, -4.4860, -1.7695], [-3.2689, -3.5622, -0.8586], [-4.0919, -4.2063, 0.1623], [-2.6463, -2.3517, -0.6047], [-1.4922, -2.0033, -1.0053], [-3.4337, -1.4483, 0.1149], [-3.3240, -0.0601, -0.0076], [-4.2856, 0.5918, 0.7480], [-2.4721, 0.4778, -0.7752], [-3.3689, -5.1964, -2.1218], [-1.8057, -5.0430, -1.2929], [-2.2273, -3.9577, -2.6380], [-3.5743, -5.0763, 0.5772], [-5.0450, -4.5396, -0.2529], [-4.2952, -3.5408, 1.0006], [-0.9884, -2.7322, -1.4986], [-4.2940, -1.7780, 0.4970], [-4.4411, 0.1754, 1.6560], [-4.0812, 1.5719, 0.8401], [-2.5119, 1.4874, -0.7521], [-3.1667, -0.7155, -3.6407], [-2.6968, 0.7191, -3.6282], [-3.6068, 1.7362, -3.9052], [-3.2255, 3.0697, -3.8767], [-1.9063, 3.3834, -3.5741], [-0.9697, 2.3894, -3.2928], [0.4599, 2.7672, -2.9861], [-1.3701, 1.0401, -3.3095], [-0.4473, 0.0291, -2.9449], [-0.0306, -0.8499, -3.8683], [-0.3873, -0.7003, -5.3408], [0.8487, -1.8883, -3.5058], [1.3686, -2.7950, -4.6100], [1.2437, -2.0513, -2.2217], [2.4213, -2.8398, -2.0438], [3.6699, -2.3553, -2.4846], [3.8134, -1.0363, -3.2138], [4.8127, -3.1264, -2.2765], [4.7493, -4.3597, -1.6447], [3.5118, -4.8453, -1.2460], [2.3461, -4.1121, -1.4622], [1.0061, -4.7259, -1.1478], [-4.1452, -0.7991, -3.1550], [-2.4626, -1.3574, -3.1095], [-3.2713, -1.0904, -4.6654], [-4.6357, 1.4702, -4.1369], [-3.9439, 3.8548, -4.0870], [-1.5844, 4.4218, -3.5590], [0.6658, 3.7882, -3.3218], [1.1711, 2.0885, -3.4573], [0.6652, 2.7284, -1.9148], [-0.9199, 0.2312, -5.5209], [-1.0176, -1.5229, -5.7002], [0.5168, -0.6954, -5.9580], [0.5581, -3.1276, -5.2634], [1.8528, -3.6745, -4.1919], [2.1080, -2.2864, -5.2467], [2.9144, -0.4331, -3.1602], [4.0510, -1.2098, -4.2710], [4.6232, -0.4420, -2.7824], [5.7706, -2.7440, -2.6241], [5.6523, -4.9377, -1.4678], [3.4375, -5.8168, -0.7582], [1.1163, -5.5654, -0.4580], [0.5359, -5.0926, -2.0692], [0.3441, -4.0060, -0.6787], [3.1180, 1.5273, -0.8468], [2.1026, 0.9662, -0.7475], [4.9415, -4.1353, 2.8241], [4.0526, -3.1607, 2.0997], [4.5793, -2.0609, 1.4364], [3.6773, -1.2177, 0.8233], [2.3646, -1.4381, 0.8630], [1.9178, -2.5372, 1.5199], [0.2100, -2.7650, 1.4839], [2.7419, -3.4067, 2.1460], [5.9679, -4.0907, 2.4539], [4.5510, -5.1489, 2.7144], [4.9509, -3.8958, 3.8924], [5.6450, -1.8810, 1.3821], [3.9942, -0.3313, 0.2767], [4.1144, 5.6653, 2.3896], [3.3088, 4.8608, 3.7096], [3.4476, 5.3883, 4.9785], [2.8143, 4.7812, 6.0639], [2.0335, 3.6416, 5.8551], [1.8962, 3.1185, 4.5891], [2.5350, 3.6925, 3.4569], [2.3845, 3.0971, 2.1954], [4.0520, 6.2764, 5.1178], [2.9290, 5.1979, 7.0588], [1.5289, 3.1707, 6.6904], [1.2782, 2.2395, 4.4208], [1.7733, 2.2073, 2.1009], [2.8576, 3.4702, 1.2949]],
  "homo_ev": [-4.71, -3.41],
  "total_charge": -1,
  "orbital_gap_ev": [6.848, 5.226],
  "mol_weight_g_mol": 969.62,
  "energy_ev": -107118.96293
}